(1)
Molecular formula: C37H41N5O3PbSSb
Method: DFT, ωB97M-V/def2-TZVPD

energy relative to the best compared isomer or geometry (same formula, charge and spin) = 11.3 kcal per mole
orbital gap = 7.406 eV
total energy = -75243.8732 eV
lowest unoccupied orbital energy = -0.104 hartree
E_HOMO = -10.24 eV
charge = +1

Geometry (Å):
1 Pb -0.3699 -0.9190 0.0981
2 Sb 3.3756 -3.4762 0.2067
3 S -2.8397 1.1569 -1.8641
4 O 2.0847 -0.5908 0.4841
5 O -2.2946 0.5431 -0.6074
6 O 0.9268 1.0842 -0.3384
7 N -0.7506 0.9848 4.1609
8 N 0.0995 -2.0625 2.4215
9 N 0.7950 -2.9826 4.9357
10 N -0.9117 0.4525 2.0031
11 N -1.2173 2.0158 3.4416
12 C 2.9220 -5.5729 0.5897
13 C -6.2738 -0.9539 1.3799
14 C 2.0222 0.5982 0.0758
15 C -1.3073 1.6952 2.1475
16 C 5.6192 1.7265 0.0488
17 C 3.2308 1.4653 0.0797
18 C -0.5719 0.0466 3.2644
19 C 0.9582 -3.7352 3.8550
20 C 0.2929 -1.7688 4.7678
21 C -2.2429 5.1163 1.1640
22 C -5.1425 -1.6392 0.9619
23 C -1.5612 3.9127 -1.2372
24 C 4.5038 0.9054 0.0794
25 C -0.6997 -0.9164 -3.6100
26 C -3.1102 4.2089 0.5706
27 C 0.3611 -0.0205 -3.7068
28 C 0.7142 -2.5327 -2.5292
29 C 3.0806 2.8497 0.0807
30 C 0.5980 -3.2790 2.5929
31 C 0.1805 1.3448 -4.3046
32 C -6.8014 0.0566 0.5901
33 C -1.0291 5.4153 0.5634
34 C 1.7936 -1.6704 -2.6822
35 C -6.1881 0.3896 -0.6080
36 C -0.0448 -1.2924 3.5030
37 C 5.0440 -4.0085 -1.0640
38 C -0.5333 -2.1589 -3.0110
39 C 4.1983 3.6669 0.0611
40 C -0.6909 4.8091 -0.6381
41 C -5.0512 -0.2928 -1.0348
42 C -4.5325 -1.3109 -0.2382
43 C -3.7401 2.6350 -1.2750
44 C -2.7805 3.6044 -0.6391
45 C -4.3385 0.1197 -2.2807
46 C 1.6132 -0.4221 -3.2507
47 C 4.6485 -3.2111 1.9270
48 C 5.4681 3.1058 0.0337
49 H 4.6048 -0.1725 0.0880
50 H -3.6518 -1.8502 -0.5642
51 H 2.7783 -1.9823 -2.3633
52 H 6.6108 1.2937 0.0423
53 H 5.3422 -2.3972 1.7210
54 H 2.2216 -5.6926 1.4162
55 H 4.6860 -4.5359 -1.9472
56 H 4.0638 -2.9524 2.8086
57 H 3.8345 -6.1205 0.8186
58 H 2.4586 0.2475 -3.3560
59 H -1.6554 -0.6513 -4.0437
60 H 0.4756 2.1051 -3.5791
61 H -4.9613 0.7189 -2.9440
62 H -7.6873 0.5906 0.9063
63 H -1.3646 -2.8528 -2.9637
64 H 2.0824 3.2672 0.0997
65 H 0.2494 5.0426 -1.1201
66 H -1.6442 2.3460 1.3572
67 H -4.7340 -2.4339 1.5728
68 H 5.5713 -3.1109 -1.3852
69 H -6.6074 1.1713 -1.2309
70 H -4.0630 3.9880 1.0385
71 H 1.3858 -4.7186 4.0035
72 H -0.3583 6.1296 1.0216
73 H 0.8156 1.4668 -5.1828
74 H -1.4415 2.8837 3.8997
75 H -1.2928 3.4539 -2.1799
76 H -0.8537 1.5132 -4.6008
77 H -6.7523 -1.2153 2.3141
78 H -3.9334 -0.7369 -2.8191
79 H 5.2097 -4.1241 2.1172
80 H -4.4904 2.3060 -0.5578
81 H -2.5237 5.5958 2.0933
82 H 4.0787 4.7424 0.0702
83 H -4.2280 3.0645 -2.1542
84 H 5.7346 -4.6501 -0.5196
85 H 0.8618 -3.5153 -2.0982
86 H 2.4723 -6.0023 -0.3054
87 H 6.3364 3.7501 -0.0026
88 H 0.1491 -1.1603 5.6516
89 H 0.7131 -3.8936 1.7092

Atom charges from the Mulliken analysis, given in e for atoms 1 to 6: number 1, Pb, carries 1.8677; number 2, Sb, carries 0.3448; number 3, S, carries 0.7273; number 4, O, carries -0.4214; number 5, O, carries -0.6896; number 6, O, carries -0.3761

(2)
Molecular formula: C37H41N8SbSeSr
Method: DFT, ωB97M-V/def2-TZVPD

energy relative to the best compared isomer or geometry (same formula, charge and spin) = 36.6 kcal per mole
orbital gap = 5.454 eV
total energy = -123673.5617 eV
lowest unoccupied orbital energy = -0.036 hartree
E_HOMO = -6.43 eV
charge = 0

Geometry (Å):
1 Sb -3.0579 -1.0402 -0.6207
2 Sr 0.2212 -0.7025 0.1788
3 Se -1.6978 5.3776 -5.6032
4 N 0.6593 1.2379 1.7376
5 N -1.2127 1.8049 -0.5709
6 N 0.8127 0.9155 -2.1166
7 N 2.8720 -0.8516 0.0254
8 N -1.3460 -0.3247 2.5056
9 N -0.4179 4.1426 -5.4837
10 N 1.1882 -2.5514 -0.9932
11 N -2.3103 5.0569 -3.9603
12 C -2.8413 3.9317 -1.3051
13 C 3.7643 0.1768 0.5345
14 C 0.0547 1.9044 -2.6082
15 C -0.5613 3.5537 -4.3287
16 C -1.9523 -2.7530 2.4511
17 C 0.2887 2.4611 -3.8673
18 C 5.2718 -4.4050 -1.2663
19 C -2.2464 -1.3331 3.0446
20 C 1.8048 0.4446 -2.8591
21 C 1.9084 1.8327 1.2910
22 C 0.1198 1.5302 2.8790
23 C -1.1375 0.7686 3.2180
24 C -1.6151 4.0629 -3.4805
25 C -2.0547 1.2052 4.2005
26 C -0.9973 3.0856 5.4938
27 C -2.0183 2.2359 5.1388
28 C 1.3389 1.9595 -4.6367
29 C -3.5054 -0.1814 -2.5444
30 C 4.0249 -4.9578 -1.0317
31 C 0.7554 2.4012 3.8317
32 C -0.3543 -3.7443 0.6181
33 C -2.9953 3.3207 -0.0817
34 C -4.7479 -0.2726 0.4307
35 C 2.4136 -2.9889 -0.8781
36 C 5.5595 -3.0420 -1.2851
37 C 3.3961 -1.8886 -0.5794
38 C -2.1558 2.2553 0.2420
39 C 2.1058 0.9372 -4.1287
40 C 0.2796 3.0783 4.9226
41 C 2.7886 -4.3523 -0.8737
42 C -1.0395 2.4095 -1.7504
43 C -1.8431 3.4755 -2.1649
44 C 3.1317 0.9691 1.6798
45 C -0.5232 -2.8249 1.8693
46 C 4.7666 -1.9588 -0.9762
47 C 0.0107 -3.3626 -0.8495
48 C -3.9722 -2.9298 -1.0551
49 H -2.9861 0.6520 4.2037
50 H 1.9569 -5.0438 -0.7939
51 H 6.5862 -2.7888 -1.5336
52 H 2.0382 2.8589 1.6481
53 H 1.8051 2.5665 3.6256
54 H -3.3055 -1.0992 2.8626
55 H 2.9289 0.5146 -4.6873
56 H -2.1364 -1.3760 4.1357
57 H -1.2701 -4.3406 0.5314
58 H 1.8649 1.8912 0.1972
59 H -5.0617 -1.0150 1.1636
60 H -3.3146 -3.5138 -1.6990
61 H 0.1957 -3.1636 2.6156
62 H -5.5584 -0.0937 -0.2742
63 H 2.8282 0.2661 2.4608
64 H 5.2785 -1.0041 -0.9905
65 H -2.9396 2.3483 5.7032
66 H -1.1741 3.7760 6.3086
67 H -3.4677 4.7579 -1.6147
68 H 0.0439 -4.3275 -1.3761
69 H -4.5254 0.2014 -2.5619
70 H 3.9920 -6.0432 -1.0165
71 H -2.1326 -3.4968 3.2288
72 H 6.0927 -5.0860 -1.4498
73 H -4.4989 0.6503 0.9500
74 H 2.3844 -0.3571 -2.4173
75 H -0.8154 -2.8302 -1.3484
76 H -3.7454 3.6490 0.6245
77 H -2.6607 -2.9765 1.6483
78 H -2.8154 0.6275 -2.7788
79 H 4.0559 0.8741 -0.2673
80 H -0.4298 -1.7323 1.8689
81 H -3.4062 -0.9579 -3.3030
82 H -4.9243 -2.7729 -1.5609
83 H 3.9089 1.6011 2.1175
84 H 1.0120 3.7142 5.4118
85 H 0.4208 -4.4659 0.8889
86 H 1.5264 2.3859 -5.6133
87 H -4.1413 -3.4842 -0.1328
88 H -2.2414 1.7442 1.1951
89 H 4.6966 -0.2674 0.9067

Atom charges from the Mulliken analysis, given in e for atoms 1 to 6: number 1, Sb, carries 0.5696; number 2, Sr, carries 1.3936; number 3, Se, carries 0.2317; number 4, N, carries 0.4260; number 5, N, carries 1.1685; number 6, N, carries 0.6712

(3)
Molecular formula: C37H41NO4PRuS4SeSi2
Method: DFT, ωB97M-V/def2-TZVPD

energy relative to the best compared isomer or geometry (same formula, charge and spin) = 75.6 kcal per mole
2S+1 = 2
orbital gap (alpha / beta) = 5.961 / 6.151 eV
total energy = -185032.1947 eV
lowest unoccupied orbital energy (alpha / beta) = 0.147 / 0.157 hartree
E_HOMO (alpha / beta) = -1.97 / -1.88 eV
charge = -2

Geometry (Å):
1 Ru 0.1256 -0.6957 -0.1543
2 Se 2.6162 -0.5785 0.7192
3 S -2.2026 -1.8767 -1.6463
4 S -0.6021 -1.4353 2.3190
5 S 0.1989 -3.3676 0.2933
6 S -1.4087 -4.2341 2.6166
7 P -2.0337 1.0732 -0.6014
8 Si 3.9469 -2.3643 1.2511
9 Si 1.3496 0.6552 -2.9705
10 O -2.8205 -3.1344 -1.9945
11 O -2.3592 -1.4704 -0.2458
12 O -0.8290 -1.7296 -2.1247
13 O 0.1490 1.5251 1.2402
14 N 0.8727 1.2472 -1.4329
15 C 0.0874 1.4863 2.6148
16 C -5.3743 1.8605 2.5206
17 C -3.9427 -0.9849 -3.5916
18 C -3.9784 1.6135 -2.6385
19 C 2.4248 4.4766 -0.5756
20 C -0.6212 -3.0438 1.7535
21 C 2.0101 3.3818 -1.2982
22 C -4.7132 0.6442 2.4847
23 C -3.1520 0.6733 -2.0201
24 C 2.1608 4.5668 0.7787
25 C 1.0823 1.2192 4.7803
26 C -4.7324 -0.0374 -4.2208
27 C 0.9960 2.4611 0.6569
28 C 2.2938 -0.9956 -2.7348
29 C -0.7800 5.3892 -1.7512
30 C -3.7412 0.4034 1.5291
31 C -4.7525 1.2599 -3.7305
32 C -1.1515 1.6636 3.2217
33 C -1.4079 3.7811 -0.0826
34 C -0.1529 1.4005 5.3834
35 C -0.9926 5.0545 -0.4260
36 C -1.4019 3.1599 -2.3850
37 C -3.4073 1.3827 0.5959
38 C 1.4405 3.5489 1.3809
39 C 1.2944 2.3128 -0.7286
40 C -4.0979 2.5918 0.6229
41 C -1.6421 2.8158 -1.0588
42 C -3.1729 -0.6231 -2.5052
43 C 2.4949 1.7223 -4.1107
44 C -1.2715 1.6102 4.5967
45 C -0.1027 0.3786 -4.1965
46 C -0.9849 4.4316 -2.7303
47 C -5.0641 2.8326 1.5834
48 C 3.2413 -3.6384 2.4981
49 C 5.5297 -1.5770 2.0343
50 C 4.4995 -3.3370 -0.3167
51 C 1.2114 1.2608 3.4064
52 H 2.2167 3.3352 -2.3502
53 H -0.4433 6.3820 -2.0220
54 H -5.3207 -0.3091 -5.0870
55 H -2.2461 1.7367 5.0501
56 H -0.8323 4.6770 -3.7732
57 H 2.8703 -3.1485 3.3931
58 H 3.9834 -4.3761 2.7938
59 H -1.5641 3.5317 0.9573
60 H -0.2459 1.3572 6.4602
61 H -3.2146 -0.5381 1.5159
62 H -0.4475 1.2957 -4.6683
63 H 2.0025 2.6510 -4.3894
64 H -0.9384 -0.0924 -3.6966
65 H 2.4254 -1.5417 -3.6649
66 H 5.9264 -0.8147 1.3727
67 H 1.7049 -1.6327 -2.0671
68 H 3.6614 -3.9087 -0.7020
69 H -2.0193 1.8113 2.6005
70 H 1.1932 3.6135 2.4322
71 H -1.5348 2.4194 -3.1568
72 H 3.2719 -0.8445 -2.2797
73 H -5.5733 3.7885 1.5986
74 H -5.3797 2.0042 -4.2062
75 H -3.8595 3.3676 -0.0908
76 H -3.8985 -2.0148 -3.9079
77 H 2.9555 5.2731 -1.0801
78 H -4.9445 -0.1223 3.2107
79 H -4.0041 2.6333 -2.2803
80 H 2.6999 1.1792 -5.0295
81 H 5.3150 -4.0256 -0.1099
82 H 5.2830 -1.0904 2.9715
83 H 2.1667 1.0892 2.9296
84 H 6.3078 -2.3099 2.2242
85 H 2.4855 5.4168 1.3621
86 H 2.4014 -4.1604 2.0499
87 H 3.4471 1.9623 -3.6499
88 H 1.9573 1.0361 5.3898
89 H 0.2134 -0.2966 -4.9875
90 H -6.1236 2.0554 3.2781
91 H 4.8190 -2.6576 -1.1007
92 H -0.8291 5.7905 0.3484

Atom charges from the Mulliken analysis, given in e for atoms 1 to 6: number 1, Ru, carries 0.2887; number 2, Se, carries -0.6223; number 3, S, carries 1.1965; number 4, S, carries -0.1285; number 5, S, carries -0.2883; number 6, S, carries -0.4047